1.
{
  "formula": "C32H79BrN5O4P2Si3Tl",
  "method": "the ωB97M-V functional and the def2-TZVPD basis",
  "charge": -2,
  "homo_lumo_gap_ev": 5.50,
  "largest_force_ev_per_a": 3.6,
  "e_lumo_ha": 0.14411,
  "de_lowest_kcal_mol": 63.6,
  "energy_ev": -167057.4090,
  "species": ["Tl", "C", "Si", "C", "C", "C", "Si", "C", "C", "C", "Si", "C", "C", "C", "C", "C", "C", "C", "N", "H", "H", "H", "H", "H", "H", "H", "H", "H", "H", "H", "H", "H", "H", "H", "H", "H", "H", "H", "H", "H", "H", "H", "H", "H", "H", "H", "H", "O", "H", "H", "O", "H", "H", "O", "H", "H", "Br", "C", "N", "C", "P", "O", "N", "C", "C", "N", "C", "C", "H", "H", "H", "H", "H", "H", "H", "H", "H", "H", "H", "H", "H", "H", "H", "H", "H", "H", "C", "C", "C", "C", "P", "N", "C", "C", "C", "C", "C", "C", "C", "C", "H", "H", "H", "H", "H", "H", "H", "H", "H", "H", "H", "H", "H", "H", "H", "H", "H", "H", "H", "H", "H", "H", "H", "H", "H", "H", "H"],
  "xyz": [[-0.999, 0.343, -0.504], [1.611, -2.042, 2.060], [3.448, -1.928, 2.365], [3.885, -0.157, 1.903], [3.834, -1.979, 4.159], [4.130, -3.411, 1.481], [3.591, -5.058, 1.724], [2.315, -5.562, 0.347], [4.872, -6.452, 1.559], [2.517, -5.369, 3.284], [5.406, -3.166, 0.257], [7.242, -3.190, 0.905], [5.398, -4.398, -1.168], [5.238, -1.630, -0.757], [6.322, -0.845, -1.175], [6.110, 0.239, -2.032], [4.819, 0.529, -2.519], [3.816, -0.378, -2.132], [4.029, -1.354, -1.287], [0.993, -1.245, 2.560], [1.329, -3.096, 2.296], [1.604, -1.965, 0.994], [3.719, 0.438, 2.828], [3.324, 0.381, 1.072], [4.959, -0.069, 1.732], [3.298, -1.210, 4.726], [4.926, -1.854, 4.275], [3.580, -2.894, 4.584], [2.727, -6.151, -0.481], [1.716, -4.654, -0.023], [1.652, -6.275, 0.882], [5.769, -6.019, 1.146], [4.288, -7.226, 1.110], [5.181, -6.739, 2.629], [1.512, -4.938, 3.193], [2.903, -4.908, 4.208], [2.333, -6.429, 3.316], [7.675, -4.055, 1.443], [7.367, -2.317, 1.575], [8.020, -3.021, 0.120], [5.855, -5.400, -1.021], [5.914, -3.872, -2.013], [4.344, -4.527, -1.460], [7.288, -1.040, -0.691], [7.020, 0.749, -2.376], [4.596, 1.372, -3.198], [2.794, -0.326, -2.588], [-2.257, 3.374, 1.736], [-1.982, 3.137, 0.752], [-2.402, 2.541, 2.143], [1.278, 2.439, 0.545], [0.496, 2.521, -0.048], [0.986, 2.240, 1.409], [-4.505, 0.450, -4.649], [-3.727, -0.135, -4.625], [-5.001, 0.021, -3.946], [-3.434, -1.440, -2.458], [-5.135, -1.583, 4.205], [-3.953, -0.833, 3.920], [-3.537, 0.030, 5.020], [-3.221, -1.025, 2.439], [-2.287, 0.111, 2.178], [-2.641, -2.549, 2.412], [-1.869, -2.740, 1.144], [-2.816, -3.606, 3.325], [-4.461, -1.116, 1.331], [-5.040, 0.183, 0.847], [-5.191, -2.290, 0.848], [-5.065, -2.001, 5.196], [-5.240, -2.425, 3.467], [-5.993, -0.876, 4.184], [-3.083, -0.581, 5.784], [-4.441, 0.496, 5.407], [-2.873, 0.709, 4.621], [-0.783, -2.823, 1.315], [-2.104, -1.962, 0.387], [-2.218, -3.578, 0.598], [-1.860, -4.178, 3.432], [-3.607, -4.353, 3.163], [-3.037, -3.260, 4.365], [-4.329, 1.013, 0.938], [-5.985, 0.447, 1.393], [-5.351, 0.020, -0.216], [-5.173, -2.362, -0.270], [-6.160, -2.360, 1.304], [-4.542, -3.109, 1.182], [-3.781, 5.145, -1.343], [-3.311, 4.041, -2.271], [-4.088, 2.782, -1.953], [-3.610, 4.625, -3.621], [-1.426, 3.504, -1.892], [-1.232, 2.696, -0.610], [-0.515, 5.151, -1.647], [-0.812, 6.142, -2.719], [1.052, 4.945, -1.637], [-0.813, 5.722, -0.239], [-0.689, 2.661, -3.444], [-0.524, 3.529, -4.720], [-1.706, 1.549, -3.904], [0.676, 2.019, -3.166], [-4.878, 5.260, -1.344], [-3.523, 6.247, -1.533], [-3.532, 4.926, -0.341], [-5.126, 2.963, -2.269], [-4.098, 2.741, -0.874], [-3.728, 1.869, -2.403], [-4.692, 4.883, -3.687], [-3.564, 3.881, -4.501], [-2.973, 5.485, -3.947], [-0.647, 5.724, -3.683], [-0.139, 7.058, -2.637], [-1.806, 6.468, -2.747], [1.338, 4.777, -2.683], [1.333, 4.049, -1.127], [1.568, 5.791, -1.130], [-1.768, 6.093, 0.038], [-0.141, 6.543, -0.086], [-0.626, 4.952, 0.469], [-1.353, 4.224, -4.897], [-0.515, 2.787, -5.539], [0.440, 4.088, -4.709], [-2.563, 1.992, -4.335], [-1.902, 0.854, -3.080], [-1.125, 0.956, -4.607], [1.461, 2.693, -2.870], [0.988, 1.426, -4.064], [0.623, 1.314, -2.335]],
  "atomic_forces_ev_per_a": [[-0.163, -0.125, 0.223], [-0.379, -0.095, 1.365], [-0.272, -1.231, -1.402], [-0.139, 1.088, -0.345], [0.840, 1.545, 0.465], [1.124, 2.032, 0.354], [-1.293, 0.035, -0.680], [-0.724, 0.320, 0.419], [0.057, 0.899, 3.284], [-0.086, 0.940, -0.103], [0.291, -1.607, 1.307], [1.001, 0.752, -0.328], [0.197, -0.200, -0.916], [0.157, 1.931, -1.167], [-0.317, 0.233, 0.690], [0.139, -0.120, -0.386], [0.527, -0.455, 0.071], [-0.158, 0.934, -0.789], [-0.524, -1.274, 0.502], [0.257, -0.930, -0.519], [-0.247, 0.951, 0.043], [-0.420, 0.270, -0.883], [-0.095, -0.233, -0.385], [0.687, -0.939, 0.889], [0.146, 0.125, -0.274], [0.172, 0.147, -0.014], [-0.363, 0.086, 0.108], [-0.394, -1.751, 0.709], [0.046, 0.410, -0.104], [0.829, -1.411, 0.463], [-0.192, 0.332, -0.390], [0.141, -0.495, -0.857], [0.489, -0.855, -0.720], [-0.493, 0.079, -1.364], [0.139, 0.082, -0.326], [0.145, -0.718, -0.181], [0.188, -0.668, 0.587], [-0.865, 0.123, -0.056], [-0.096, -0.321, -0.023], [-0.580, -0.013, 0.071], [-0.234, 0.645, -0.006], [-0.282, -0.622, 0.456], [0.295, -0.049, -0.051], [-0.231, 0.164, -0.660], [-0.617, 0.315, 0.151], [0.272, -0.610, 0.444], [0.868, 0.144, 0.603], [0.153, 1.119, -1.565], [-0.030, 0.194, 1.394], [-0.155, -1.353, 0.542], [1.202, 0.123, -1.711], [-0.386, 0.261, 0.681], [-0.801, -0.274, 1.321], [0.069, -0.074, -0.590], [-0.125, 0.270, 0.014], [-0.177, 0.019, 0.292], [0.082, -0.207, 0.427], [-0.533, -0.141, -0.990], [0.422, 0.012, 0.057], [-1.444, -1.886, -0.620], [-0.999, 0.840, 0.151], [-0.351, -0.649, 0.082], [0.869, 0.746, -1.736], [0.107, 0.253, 0.162], [0.998, -1.124, 2.209], [-0.661, 1.958, -0.853], [-0.686, -0.954, -0.217], [2.391, -0.159, -0.261], [-0.090, -0.397, 0.536], [-0.302, 0.885, 0.770], [-0.047, -0.695, -0.088], [0.305, -0.040, 0.613], [0.059, 0.373, 0.204], [1.516, 1.737, -0.482], [-0.499, 0.197, 0.006], [0.273, -0.069, 0.888], [-0.337, -1.401, -0.201], [-0.616, 0.323, -0.182], [-0.075, 0.188, -0.759], [0.283, 0.192, -0.820], [-0.123, -0.336, -0.090], [0.682, -0.185, -0.112], [0.562, 0.336, 0.692], [-0.308, 0.431, 0.868], [-0.761, -0.096, 0.022], [-0.610, -0.346, -0.048], [-0.649, 1.977, 0.333], [1.583, 0.516, -0.369], [-0.883, 0.761, 0.082], [-0.305, -1.123, -3.437], [0.186, 1.774, -0.894], [-0.304, -1.340, 0.321], [0.695, 0.050, 0.846], [1.631, 1.539, -0.215], [-1.078, -0.101, -0.603], [0.359, -0.472, -0.629], [-0.918, 0.337, -0.738], [0.447, 0.018, 0.151], [2.475, -0.006, 1.605], [-0.416, -0.994, -0.062], [-0.002, -0.706, -0.256], [0.441, -1.733, -0.136], [0.371, -0.168, 1.351], [0.040, -0.240, -0.041], [0.019, -0.626, 0.372], [0.043, -0.170, -0.007], [0.582, 0.310, 0.347], [0.290, 0.752, 1.312], [-0.778, -0.639, 0.529], [0.434, -0.215, -0.813], [-0.715, -0.933, 0.013], [-1.435, 0.672, 0.357], [0.427, 0.544, 0.185], [0.143, -0.411, 0.605], [-0.355, -0.386, -0.704], [-1.168, 0.205, -0.473], [0.633, 0.505, 0.202], [0.486, -0.612, 0.797], [0.238, -0.262, 0.008], [0.219, 0.569, 0.020], [-0.653, -0.282, -0.122], [-0.974, 0.052, -0.356], [-0.559, 0.200, -0.269], [-0.274, -0.132, -0.480], [0.238, 0.450, -0.217], [-0.160, 0.535, 0.590], [-0.053, -0.143, -0.087]]
}



2.
{
  "formula": "C32H80N4O14S6",
  "method": "the ωB97M-V functional and the def2-TZVPD basis",
  "multiplicity": 2,
  "charge": -1,
  "homo_lumo_gap_ev": [1.54, 8.72],
  "largest_force_ev_per_a": 3.6,
  "e_lumo_ha": [0.06062, 0.06011],
  "s_squared": 0.75,
  "energy_ev": -134110.8562,
  "species": ["C", "S", "O", "C", "H", "H", "H", "H", "H", "H", "C", "S", "O", "C", "H", "H", "H", "H", "H", "H", "C", "S", "O", "C", "H", "H", "H", "H", "H", "H", "C", "S", "O", "C", "H", "H", "H", "H", "H", "H", "C", "S", "O", "C", "H", "H", "H", "H", "H", "H", "C", "S", "O", "C", "H", "H", "H", "H", "H", "H", "C", "O", "N", "C", "C", "H", "H", "H", "H", "H", "H", "H", "C", "O", "N", "C", "C", "H", "H", "H", "H", "H", "H", "H", "C", "O", "N", "C", "C", "H", "H", "H", "H", "H", "H", "H", "C", "O", "N", "C", "C", "H", "H", "H", "H", "H", "H", "H", "O", "C", "O", "C", "C", "C", "H", "H", "H", "H", "H", "H", "H", "H", "O", "C", "O", "C", "C", "C", "H", "H", "H", "H", "H", "H", "H", "H"],
  "xyz": [[7.540, 30.924, -32.913], [6.782, 29.267, -33.362], [5.286, 29.564, -33.121], [6.847, 29.585, -35.183], [6.741, 31.663, -32.983], [8.445, 31.185, -33.460], [7.882, 30.814, -31.884], [6.158, 30.425, -35.264], [6.501, 28.693, -35.705], [7.888, 29.781, -35.440], [-0.022, 34.388, -34.372], [0.363, 32.621, -34.821], [1.372, 32.083, -33.835], [-1.351, 32.137, -34.291], [-0.340, 34.448, -33.331], [-0.825, 34.839, -34.955], [0.819, 35.082, -34.390], [-1.513, 31.082, -34.513], [-2.245, 32.671, -34.611], [-1.361, 32.155, -33.201], [0.525, 24.599, -36.027], [1.072, 22.802, -36.141], [0.787, 22.253, -34.761], [-0.252, 22.114, -37.300], [0.886, 25.097, -35.127], [-0.560, 24.529, -35.955], [0.835, 25.051, -36.969], [-1.244, 22.269, -36.876], [-0.099, 21.072, -37.581], [-0.294, 22.658, -38.243], [-3.891, 27.667, -33.333], [-5.236, 28.531, -32.413], [-5.553, 29.900, -33.053], [-6.598, 27.325, -32.773], [-4.195, 27.370, -34.336], [-3.725, 26.762, -32.749], [-2.955, 28.225, -33.368], [-6.801, 27.296, -33.843], [-7.547, 27.708, -32.397], [-6.410, 26.353, -32.317], [2.543, 27.871, -33.687], [0.910, 28.767, -33.601], [-0.208, 27.736, -33.407], [1.224, 29.414, -31.934], [3.364, 28.568, -33.858], [2.609, 27.164, -34.514], [2.468, 27.393, -32.711], [0.395, 29.990, -31.523], [2.051, 30.125, -31.941], [1.336, 28.598, -31.220], [-2.389, 21.847, -32.869], [-3.037, 23.507, -33.376], [-4.253, 23.798, -32.485], [-1.637, 24.466, -32.744], [-2.918, 20.973, -33.249], [-2.502, 21.701, -31.795], [-1.353, 21.648, -33.144], [-1.766, 25.512, -33.020], [-0.746, 24.060, -33.222], [-1.540, 24.307, -31.670], [3.275, 35.093, -30.197], [4.131, 35.982, -30.397], [3.350, 33.857, -30.779], [2.164, 33.043, -30.549], [4.379, 33.440, -31.756], [2.440, 35.321, -29.517], [1.626, 32.953, -31.493], [1.389, 33.393, -29.867], [2.370, 32.019, -30.238], [4.645, 32.395, -31.596], [3.970, 33.518, -32.764], [5.225, 34.127, -31.788], [3.246, 26.312, -29.127], [2.540, 25.493, -28.534], [3.433, 27.590, -28.811], [4.309, 28.449, -29.621], [2.897, 28.256, -27.621], [3.722, 26.026, -30.077], [4.820, 28.083, -30.512], [5.111, 28.834, -28.991], [3.669, 29.252, -29.986], [2.223, 29.094, -27.795], [2.542, 27.496, -26.924], [3.693, 28.740, -27.054], [6.464, 23.653, -32.671], [6.276, 22.475, -32.612], [6.061, 24.521, -33.601], [6.251, 25.963, -33.317], [5.351, 24.171, -34.820], [6.976, 24.191, -31.858], [5.326, 26.538, -33.361], [7.070, 26.351, -33.922], [6.687, 26.118, -32.330], [5.166, 23.099, -34.888], [4.362, 24.623, -34.903], [5.917, 24.487, -35.697], [-1.091, 32.013, -29.196], [-0.057, 31.764, -28.578], [-1.883, 30.978, -29.569], [-3.255, 31.142, -30.099], [-1.504, 29.574, -29.350], [-1.440, 33.010, -29.505], [-3.384, 30.749, -31.108], [-3.180, 32.212, -30.291], [-4.083, 30.855, -29.451], [-0.627, 29.353, -28.742], [-2.369, 29.050, -28.942], [-1.306, 29.164, -30.340], [-2.186, 27.072, -38.480], [-2.352, 27.062, -37.256], [-2.983, 26.071, -36.674], [-3.676, 25.101, -37.438], [-4.368, 23.980, -36.605], [-1.736, 28.032, -36.278], [-3.096, 24.708, -38.273], [-4.497, 25.535, -38.008], [-4.971, 24.458, -35.833], [-3.572, 23.416, -36.119], [-4.946, 23.356, -37.287], [-2.466, 28.827, -36.123], [-0.770, 28.373, -36.651], [-1.630, 27.454, -35.360], [3.295, 26.612, -36.727], [3.789, 27.006, -37.799], [3.090, 27.823, -38.680], [1.712, 28.146, -38.456], [1.658, 29.414, -37.566], [5.289, 26.845, -38.093], [1.220, 27.254, -38.068], [1.193, 28.571, -39.315], [0.679, 29.894, -37.549], [2.257, 30.272, -37.871], [1.959, 29.114, -36.562], [5.838, 27.773, -37.930], [5.493, 26.517, -39.112], [5.638, 25.993, -37.510]],
  "atomic_forces_ev_per_a": [[0.355, -1.120, 0.458], [-1.300, 2.446, -1.030], [1.078, -0.866, 0.452], [0.465, -0.549, 1.111], [0.030, -0.122, -0.191], [-0.303, -0.166, -0.401], [-0.281, 0.089, 0.232], [0.140, 0.077, -0.355], [-0.129, 0.041, 0.042], [-0.148, 0.174, -0.214], [0.304, 0.339, 0.650], [-0.477, 0.957, 0.644], [-1.366, 0.591, -0.628], [0.251, -1.191, 0.850], [-0.130, -0.497, 0.142], [0.022, -0.465, -0.377], [0.408, -0.470, -0.505], [0.221, -0.063, -0.355], [0.554, 0.452, -0.532], [0.258, 0.269, 0.180], [-0.594, -1.522, -0.784], [-0.649, 0.126, 0.883], [-0.064, 0.157, -1.029], [-0.094, 1.031, 0.069], [0.473, -0.322, -0.212], [-0.126, 0.243, -0.093], [0.004, 0.318, 0.235], [0.082, -0.209, 0.456], [0.339, 0.018, 0.589], [0.483, 0.323, -0.020], [-0.719, -0.183, 0.149], [-0.178, 1.190, -0.622], [0.384, -2.303, 0.568], [-0.155, 0.812, -0.438], [-0.112, 0.177, -0.032], [-0.004, -0.102, 0.053], [-0.228, 0.294, 0.198], [0.552, -0.349, -0.168], [0.295, 0.319, 0.568], [0.320, 0.057, -0.213], [-1.241, 0.188, 0.059], [-0.283, -0.583, 0.242], [1.058, 0.585, -0.140], [-0.203, 0.456, 0.271], [-0.028, 0.264, 0.672], [-0.597, -0.067, 0.036], [0.902, -0.295, -0.127], [-0.397, 0.039, -0.634], [0.305, -0.340, -0.170], [0.422, -0.253, -0.238], [-0.001, -0.511, 0.419], [-0.672, -0.592, 1.358], [1.451, -0.247, -1.056], [-0.062, -0.541, -0.086], [-0.601, 0.524, -0.635], [0.116, 0.644, 0.207], [0.152, 0.651, -0.138], [0.016, -0.063, 0.134], [0.063, 0.058, -0.146], [-0.180, 0.193, 0.014], [3.100, 1.317, -1.358], [-1.460, -1.278, 0.396], [-1.075, 0.935, 1.655], [-0.457, -1.087, -1.336], [-0.965, 0.533, -0.121], [-0.089, -0.630, -0.206], [-0.022, -0.235, -0.320], [0.767, 0.617, 0.385], [0.396, 0.010, 0.134], [0.175, 0.134, 0.176], [-0.305, -0.221, -0.120], [-0.031, -0.168, 0.709], [-1.428, -1.746, 0.105], [0.700, 0.932, -0.162], [0.860, 1.397, -0.147], [-0.376, 0.599, 0.223], [0.790, -0.576, 0.566], [0.295, 0.117, 0.057], [-0.485, -0.918, 0.106], [-0.125, 0.275, 0.115], [0.318, 0.425, 0.055], [-0.521, -0.453, -0.472], [-0.609, 0.098, -0.362], [0.552, -0.061, -0.220], [0.060, 1.027, 0.935], [-0.184, -1.846, -0.418], [-0.567, 1.694, -0.373], [0.821, -0.724, 0.006], [-0.126, -0.375, -0.096], [0.204, -0.021, 0.135], [0.031, -0.043, -0.364], [-0.451, 0.314, -0.696], [-0.358, -0.378, 0.321], [0.378, -0.033, 0.258], [0.020, 0.381, 0.299], [0.127, 0.012, -0.005], [0.696, -2.045, 0.717], [-0.277, 1.252, -0.486], [-1.219, -1.087, 0.109], [1.812, 1.686, -0.666], [-0.115, 0.015, -0.518], [0.011, -0.012, 0.145], [0.089, -0.623, 0.155], [-1.238, 0.331, 0.117], [0.323, 0.011, 0.181], [-0.148, 0.710, 0.108], [0.039, -0.032, 0.089], [-0.062, -0.322, -0.040], [-0.415, 0.419, 1.733], [1.605, 0.175, -3.164], [-1.041, -1.009, 1.699], [-1.658, -0.892, -1.381], [1.799, 1.294, -0.093], [-0.663, -1.069, -0.118], [0.731, -0.164, 0.458], [-0.041, 0.853, 0.181], [-0.208, -0.278, -0.044], [-0.361, -0.320, 0.073], [-0.028, 0.081, 0.164], [0.260, 0.262, 0.071], [-0.283, 0.143, 0.071], [0.291, 0.488, 0.212], [0.650, 0.553, -2.567], [-1.150, 0.922, 1.930], [1.326, -1.162, -0.216], [0.126, 1.837, 0.932], [-0.124, -0.633, 1.037], [-1.091, -0.869, -0.737], [-0.266, 0.378, 0.180], [0.654, -1.210, -0.986], [-0.442, -0.551, 0.169], [0.639, -0.585, -0.444], [-0.079, 0.440, 0.222], [-0.062, -0.020, 0.272], [-0.306, 0.389, -0.256], [0.085, 0.509, 0.461]]
}